C24H44ClF5InNO10P | the ωB97M-V functional and the def2-TZVPD basis

Its lowest unoccupied orbital energy is 2.1 eV. For the frontier orbital gap, the calculation gives 6.372 eV. As for the total charge: -1.

The geometry in XYZ format:
```
87
Properties=species:S:1:pos:R:3:mulliken_charge:R:1
C 0.75 -6.04 4.13 -1.5232
C 0.08 -4.75 4.61 0.8095
C -1.45 -4.87 4.37 -1.5128
C 0.58 -3.51 3.85 -0.6245
C 2.09 -3.44 3.52 -1.0266
In 2.39 -2.52 1.55 0.8710
N 3.99 -1.07 1.66 -0.6568
C 4.18 -0.57 2.72 0.7451
O 4.43 -0.09 3.78 -0.6611
P 0.31 -1.30 0.62 0.0891
O -0.46 -0.72 1.99 -0.3912
Cl -0.91 -2.95 0.21 -0.3295
C 2.92 -4.08 -0.01 0.2584
F 4.13 -4.69 0.32 -0.3138
F 1.99 -5.11 -0.08 -0.2795
C 3.10 -3.58 -1.44 0.5765
F 1.95 -3.04 -1.91 -0.2089
F 3.46 -4.55 -2.32 -0.2964
F 4.05 -2.63 -1.50 -0.2526
H 0.95 -5.96 3.05 0.2509
H 0.11 -6.90 4.30 0.4452
H 1.72 -6.20 4.60 0.3555
H 0.21 -4.64 5.69 0.3020
H -1.89 -3.89 4.17 0.3272
H -1.97 -5.29 5.24 0.3952
H -1.65 -5.49 3.49 0.3442
H 0.33 -2.62 4.42 0.3420
H -0.01 -3.46 2.93 0.0489
H 2.56 -4.42 3.46 0.3453
H 2.65 -2.85 4.24 0.4192
H -1.38 -1.04 2.00 0.1843
O -3.32 -0.98 1.22 -0.5880
C -3.62 0.19 1.21 0.7748
O -3.95 0.77 2.39 -0.3649
C -4.12 2.18 2.51 -0.4074
C -5.52 2.63 2.15 -0.9540
C -3.67 0.98 -0.07 -0.8930
H -3.36 2.71 1.95 0.3507
H -3.93 2.38 3.57 0.3384
H -5.74 2.43 1.10 0.2707
H -5.63 3.70 2.32 0.3521
H -6.26 2.10 2.75 0.2939
H -4.65 0.84 -0.52 0.2626
H -2.92 0.58 -0.74 0.2158
H -3.48 2.05 0.05 0.3224
O -1.38 2.29 -2.97 -0.5626
C -0.19 2.24 -3.14 0.9105
O 0.42 1.05 -3.11 -0.3493
C 1.80 0.86 -3.45 -0.5287
C 2.73 1.08 -2.28 -0.6440
C 0.63 3.49 -3.34 -1.1237
H 2.05 1.47 -4.31 0.3856
H 1.85 -0.18 -3.78 0.3426
H 2.69 2.10 -1.91 0.2192
H 3.76 0.86 -2.57 0.3641
H 2.46 0.42 -1.46 0.0977
H 0.91 3.88 -2.37 0.2342
H 0.01 4.23 -3.85 0.3176
H 1.54 3.35 -3.92 0.3675
O 2.95 4.91 0.09 -0.5955
C 3.35 4.86 1.23 0.7892
O 4.53 4.28 1.47 -0.3769
C 5.19 4.35 2.74 -0.4782
C 4.70 3.31 3.72 -0.7590
C 2.52 5.38 2.38 -0.9703
H 5.10 5.37 3.14 0.3882
H 6.24 4.19 2.50 0.3238
H 3.64 3.45 3.96 0.2456
H 5.27 3.37 4.64 0.3599
H 4.80 2.31 3.31 0.1535
H 1.84 4.58 2.69 0.2592
H 1.93 6.21 2.02 0.3121
H 3.10 5.70 3.24 0.3304
O -5.97 -0.95 -7.75 -0.5806
C -4.96 -0.51 -7.27 0.7270
O -4.36 -1.18 -6.28 -0.3702
C -3.06 -0.83 -5.78 -0.6458
C -3.11 0.24 -4.71 -0.3177
C -4.40 0.83 -7.71 -0.8885
H -2.41 -0.55 -6.60 0.4017
H -2.67 -1.76 -5.36 0.3419
H -3.52 1.18 -5.10 0.2593
H -2.12 0.43 -4.31 -0.0502
H -3.76 -0.08 -3.89 0.2514
H -4.89 1.61 -7.13 0.2361
H -4.64 0.96 -8.76 0.3060
H -3.32 0.92 -7.59 0.3107
```


C6H15NO | the ωB97M-V functional and the def2-TZVPD basis

Its lowest unoccupied orbital energy (spin up / spin down) is -3.1 / -8.0 eV. For the frontier orbital gap (spin up / spin down), the calculation gives 10.656 / 4.853 eV. Its energy relative to the best compared isomer or geometry (same formula, charge and spin) is 77.9 kcal per mole. As for the total charge: +1. As for the spin multiplicity: 2. Its expectation value of S² is 0.757.

The geometry in XYZ format:
```
23
Properties=species:S:1:pos:R:3:mulliken_charge:R:1
C -1.17 -0.08 1.32 -0.1163
C -0.02 -1.01 1.00 -0.8514
C 0.37 -0.59 -0.42 0.4880
C 1.20 0.42 -0.59 0.2466
C 1.55 0.92 -1.92 -1.1235
C -0.14 -1.65 -1.32 -1.5665
N -2.26 -0.83 2.06 -0.4723
H -0.77 0.73 2.00 0.1955
H -1.47 0.55 0.35 0.2641
H -0.32 -2.10 1.13 0.5004
H 0.90 -0.89 1.60 0.3581
H 1.64 0.98 0.31 0.4884
H 1.27 1.92 -2.13 0.3196
H 2.68 1.07 -2.00 0.3364
H 1.21 0.17 -2.69 0.2810
H -1.07 -1.43 -1.69 0.4281
H 0.12 -1.62 -2.38 0.3509
H -0.02 -2.65 -1.00 0.3726
H -2.25 -1.79 1.75 0.2148
H -3.07 -0.35 2.06 0.2301
H 0.78 2.81 1.63 0.3430
H 0.67 2.85 0.03 0.3225
O 0.18 2.56 0.88 -0.6101
```


C27H32N4O6S | the ωB97M-V functional and the def2-TZVPD basis

Its lowest unoccupied orbital energy is 0.2 eV. For the frontier orbital gap, the calculation gives 9.056 eV. Its energy relative to the best compared isomer or geometry (same formula, charge and spin) is 141.8 kcal per mole. As for the structure (SMILES): CC(=O)N(C)[C@@H]1OC(=O)C[C@]1(CCSc1nnco1)N(C(C)=O)C(C)=O.c1ccccc1.c1ccccc1. As for the total charge: 0.

The geometry in XYZ format:
```
70
Properties=species:S:1:pos:R:3:mulliken_charge:R:1
C 2.73 -3.41 -1.89 -1.4322
C 2.46 -2.11 -1.18 0.5220
O 3.26 -1.68 -0.42 -0.5816
N 1.23 -1.43 -1.44 0.6690
C 0.11 -2.35 -1.59 -1.2717
C 1.30 -0.38 -2.44 -0.3030
O 2.58 -0.48 -3.09 -0.5129
C 3.33 0.64 -2.86 0.2176
O 4.51 0.64 -2.83 -0.5988
C 2.34 1.74 -2.73 -0.8638
C 1.08 1.15 -2.02 0.6719
C -0.06 1.79 -2.86 -1.7727
C -1.52 1.78 -2.43 -0.9485
S -2.18 0.10 -2.50 -0.0435
C -3.81 0.30 -1.92 0.4483
N -4.84 -0.01 -2.66 -0.3512
N -5.96 0.18 -1.85 -0.4401
C -5.51 0.60 -0.71 -0.0975
O -4.15 0.69 -0.68 -0.1172
N 1.12 1.57 -0.62 0.8980
C 2.46 1.91 -0.12 0.4683
C 2.62 3.35 0.27 -1.6973
O 3.35 1.13 -0.05 -0.3984
C 0.40 0.86 0.43 0.9376
C -0.99 1.31 0.75 -1.4895
O 0.93 0.05 1.13 -0.4392
H 1.99 -3.66 -2.64 0.4801
H 3.68 -3.26 -2.40 0.3152
H 2.86 -4.22 -1.18 0.3841
H 0.34 -3.28 -1.09 0.4434
H -0.13 -2.59 -2.63 0.4540
H -0.77 -1.95 -1.10 0.2218
H 0.58 -0.64 -3.21 0.5759
H 2.68 2.72 -2.44 0.4800
H 2.04 1.87 -3.77 0.4646
H -0.03 1.38 -3.86 0.4931
H 0.20 2.85 -2.92 0.4628
H -2.07 2.33 -3.19 0.6585
H -1.71 2.28 -1.49 0.4878
H -6.12 0.84 0.13 0.4457
H 1.77 3.96 -0.01 0.3193
H 2.80 3.41 1.34 0.4508
H 3.52 3.71 -0.22 0.4287
H -1.73 0.65 0.31 0.0013
H -1.09 1.22 1.83 0.5824
H -1.16 2.35 0.49 0.3297
C -6.30 2.08 3.44 -0.3748
C -7.07 2.41 4.55 -0.3779
C -7.71 3.64 4.61 -0.4171
C -7.60 4.54 3.56 -0.3012
C -6.84 4.21 2.44 -0.6129
C -6.19 2.98 2.39 -0.1222
H -5.80 1.13 3.40 0.3625
H -7.16 1.71 5.37 0.3590
H -8.31 3.90 5.48 0.3567
H -8.11 5.49 3.60 0.3601
H -6.75 4.91 1.62 0.3514
H -5.59 2.73 1.52 0.4132
C 5.17 -5.96 2.38 -0.3570
C 6.54 -5.80 2.42 -0.4263
C 7.12 -4.65 1.90 -0.3468
C 6.32 -3.66 1.35 -0.5996
C 4.95 -3.81 1.31 -0.0740
C 4.37 -4.97 1.82 -0.4667
H 4.71 -6.86 2.79 0.3598
H 7.17 -6.57 2.86 0.3548
H 8.20 -4.53 1.93 0.3620
H 6.78 -2.76 0.94 0.3968
H 4.33 -3.04 0.87 0.4721
H 3.30 -5.10 1.79 0.3749
```


C18H41IrO2P3 | the ωB97M-V functional and the def2-TZVPD basis

Its lowest unoccupied orbital energy (spin up / spin down) is -10.9 / -15.0 eV. For the frontier orbital gap (spin up / spin down), the calculation gives 6.702 / 6.181 eV. Its energy relative to the best compared isomer or geometry (same formula, charge and spin) is 60.9 kcal per mole. As for the total charge: +4. As for the spin multiplicity: 6. Its expectation value of S² is 8.776.

The geometry in XYZ format:
```
65
Properties=species:S:1:pos:R:3:mulliken_charge:R:1
Ir 0.32 1.86 -0.50 0.4713
P 1.52 0.33 0.59 1.0241
P 1.84 3.38 -0.74 0.8476
P -1.48 -3.61 -1.23 0.8734
H 1.12 2.29 -3.00 0.4887
C 0.27 1.80 -2.49 -0.8228
C -0.78 2.71 -2.02 -0.4205
H -0.64 3.76 -2.26 0.2119
C 2.59 -0.62 -0.54 -1.1327
C 2.51 1.03 1.96 -1.4534
C 0.60 -1.01 1.42 -0.7826
C 1.75 4.82 -1.86 -1.4114
C 1.68 4.12 0.92 -1.2096
C 3.51 2.75 -1.06 -1.2654
C -2.72 -4.66 -2.04 -1.1776
C -2.26 -2.93 0.26 -0.8060
C 0.12 -4.40 -0.90 -1.0649
H -0.02 0.80 -2.85 0.2160
H -1.82 2.35 -2.05 0.3453
H 3.50 -0.89 0.01 0.4446
H 2.85 -0.05 -1.44 0.2956
H 2.05 -1.53 -0.84 0.2926
H 2.98 0.18 2.47 0.5602
H 1.83 1.52 2.66 0.4109
H 3.27 1.74 1.63 0.2636
H 0.83 -1.96 0.92 0.2068
H -0.48 -0.86 1.42 0.0364
H 0.95 -1.08 2.45 0.4927
H 2.77 5.13 -2.13 0.4308
H 1.25 5.65 -1.35 0.4765
H 1.21 4.60 -2.79 0.4526
H 2.58 3.90 1.50 0.3577
H 0.79 3.66 1.38 0.3673
H 1.54 5.20 0.80 0.4966
H 4.17 3.59 -1.30 0.5050
H 3.48 2.07 -1.91 0.3740
H 3.91 2.22 -0.19 0.3273
H -2.66 -5.65 -1.56 0.4673
H -2.50 -4.73 -3.12 0.4166
H -3.73 -4.24 -1.92 0.4025
H -3.32 -3.25 0.29 0.4595
H -2.22 -1.82 0.22 -0.0492
H -1.74 -3.29 1.15 0.4373
H -0.03 -5.49 -0.99 0.4410
H 0.49 -4.14 0.10 0.4256
H 0.84 -4.06 -1.67 0.4193
C -2.14 -1.11 -4.04 1.0761
C -1.10 -1.70 -4.78 -0.2962
C -1.24 -1.68 -6.18 -0.6045
C -2.31 -1.00 -6.78 -0.4023
C -3.17 -0.22 -6.00 -0.4775
C -3.06 -0.22 -4.61 -0.4751
O -2.50 -1.58 -2.81 -0.2733
H -1.80 -2.24 -2.48 -0.2439
H -0.29 -2.21 -4.25 0.5836
H -0.53 -2.23 -6.79 0.4700
H -2.48 -1.10 -7.86 0.4867
H -3.97 0.38 -6.45 0.4617
H -3.74 0.32 -3.94 0.4517
C -2.21 1.24 1.37 -0.7116
O -1.50 0.87 0.16 -0.4370
H -2.64 2.24 1.29 0.3557
H -1.51 1.23 2.20 0.3374
H -3.02 0.52 1.56 0.3460
H -2.15 0.64 -0.54 0.2102
```


Number 1: energy -88143.3390 eV. Number 2: energy -9991.8595 eV. Number 3: energy -57595.9899 eV. Number 4: energy -54083.6451 eV.